The following is a DFT calculation (ωB97M-V with the def2-TZVPD basis set) of a molecular structure, C31H40N4O2S2SeSn.

Geometry as XYZ:
```
81
Properties=species:S:1:pos:R:3:forces:R:3
Sn -1.07460 -0.30393 1.84604 -0.4 -0.1 0.0
C -0.57326 -2.97772 2.85664 0.0 0.0 -0.1
C -0.50116 -3.07548 1.44960 0.0 0.0 0.2
C -1.81820 -2.95500 0.93597 0.0 0.1 0.0
C -2.70175 -2.79610 2.02115 0.1 0.0 0.0
C -1.93392 -2.78963 3.21009 0.0 0.0 -0.1
C -2.44616 -2.65867 4.61284 0.0 0.0 0.1
C -4.18930 -2.67557 1.89275 -0.1 0.0 0.0
C -2.22942 -3.00980 -0.50379 0.0 0.0 -0.1
C 0.74355 -3.23727 0.62986 0.1 -0.1 0.0
C 0.56909 -3.03494 3.82489 0.1 0.0 0.1
H -1.77475 -2.05581 5.23125 0.0 0.0 0.0
H -2.55347 -3.62784 5.11853 0.0 0.0 0.0
H -3.42442 -2.17373 4.64335 0.0 0.0 0.0
H -4.49043 -1.84859 1.24621 0.0 0.0 0.0
H -4.66659 -2.52101 2.86307 0.0 0.0 0.0
H -4.63241 -3.58466 1.46530 0.0 0.0 0.0
H -2.84594 -2.15123 -0.78647 0.0 0.0 0.0
H -2.80585 -3.91489 -0.73880 0.0 0.0 0.0
H -1.35790 -3.00646 -1.16468 0.0 0.0 0.0
H 0.78044 -2.51477 -0.18828 0.0 0.1 -0.1
H 0.83671 -4.23595 0.18216 0.0 0.0 0.0
H 1.64064 -3.06740 1.22874 0.0 0.0 0.0
H 0.50035 -2.24853 4.58285 0.0 0.0 0.0
H 1.53002 -2.88738 3.32964 0.0 0.0 0.0
H 0.62393 -3.99157 4.36209 0.0 0.0 0.0
S 1.75498 0.19035 2.08985 0.0 -0.1 -0.1
C 1.90232 1.80261 2.70077 0.1 0.0 0.0
C 3.24403 2.31851 2.77675 0.0 -0.1 0.0
N 4.33390 2.69895 2.78426 0.0 0.0 0.0
C 0.86815 2.63661 3.01266 0.0 0.1 0.1
S -0.81886 2.27837 2.83385 0.0 0.1 0.0
C 1.17697 3.96771 3.46120 0.0 0.0 0.1
N 1.39726 5.04080 3.82346 0.0 0.0 0.0
C -1.50291 4.13266 -1.13640 0.0 0.0 0.0
C -0.23940 4.02458 -1.98078 0.0 0.0 -0.1
C 1.03327 4.07730 -1.13891 0.0 0.1 0.1
C 1.26700 2.83690 -0.29161 0.0 -0.2 0.1
N 1.71330 1.69020 -1.07482 0.0 0.0 0.0
C 0.95717 0.64411 -1.48770 0.0 0.1 -0.2
Se -0.84150 0.43406 -1.20981 0.0 0.0 -0.1
N 1.78971 -0.20816 -2.16049 0.0 -0.1 0.1
C 1.41199 -1.47185 -2.76716 0.0 0.0 0.2
C 1.37933 -1.39649 -4.28892 0.0 -0.1 0.0
C 0.20809 -0.58665 -4.83960 0.0 0.1 0.0
C -1.12902 -1.30076 -4.69336 -0.1 0.0 0.0
C 3.08816 0.26166 -2.09423 0.1 0.1 -0.1
C 4.28822 -0.26245 -2.54686 0.0 0.0 0.0
C 5.43997 0.45995 -2.26322 0.0 0.0 0.0
C 5.38896 1.65852 -1.55006 0.0 0.0 0.0
C 4.18531 2.18468 -1.10260 -0.1 0.0 0.0
C 3.03726 1.46855 -1.39892 0.1 0.0 0.0
H -2.39873 4.13097 -1.75940 0.0 0.0 0.0
H -1.49558 5.05628 -0.55084 0.0 0.0 0.0
H -1.59930 3.29748 -0.44108 0.0 0.0 0.0
H -0.21153 4.83370 -2.71934 0.0 0.0 0.0
H -0.26386 3.09021 -2.55015 0.0 0.0 0.0
H 0.97229 4.92576 -0.44830 0.0 0.0 0.0
H 1.91309 4.25610 -1.76742 0.0 0.0 0.0
H 0.36997 2.52881 0.24694 0.0 0.0 0.0
H 2.04332 3.00939 0.45064 0.0 0.1 0.0
H 0.43823 -1.73420 -2.35373 0.0 0.0 0.0
H 2.12811 -2.22110 -2.42174 0.0 0.0 0.0
H 1.32680 -2.42120 -4.67496 0.0 0.0 0.0
H 2.32872 -0.98197 -4.64229 0.0 0.0 0.0
H 0.39527 -0.36331 -5.89481 0.0 0.0 0.0
H 0.16301 0.37858 -4.32587 0.0 0.0 0.0
H -1.10525 -2.27800 -5.18496 0.0 0.0 0.0
H -1.93659 -0.71890 -5.14048 0.0 0.0 0.0
H -1.39074 -1.44712 -3.64487 0.0 0.0 0.0
H 4.32705 -1.20392 -3.07900 0.0 0.0 0.0
H 6.39890 0.07768 -2.58997 0.0 0.0 0.0
H 6.30946 2.17892 -1.31995 0.0 0.0 0.0
H 4.14374 3.09289 -0.51711 0.0 0.0 0.0
C -4.20566 0.98188 2.89843 0.0 -0.1 0.0
C -4.23194 0.79296 1.37889 -0.1 0.2 0.0
O -5.30877 0.90374 0.78244 0.1 -0.1 0.0
O -3.10002 0.54132 0.83836 0.1 -0.1 0.0
H -5.20323 1.18679 3.28441 0.0 0.0 0.0
H -3.52989 1.79539 3.16802 0.0 0.0 0.0
H -3.81575 0.07408 3.36978 0.0 0.0 0.0
```
Forces are in eV/Å.

Values from the calculation:
Frontier orbital gap (eV): 5.7
Net charge: -2
Total energy (eV): -135704.17132